ORCA calculation (ωB97M-V/def2-TZVPD) on a cluster of 11 separate species, C4H29NO11 in total in a non-equilibrium geometry.

```
45
Properties=species:S:1:pos:R:3
C 0.671 -0.894 -2.566
N 1.775 -0.444 -1.676
C 1.886 2.043 -2.097
C 1.648 0.898 -1.115
C 0.305 1.004 -0.433
O -0.168 2.050 -0.063
H 0.770 -0.550 -3.596
H 0.783 -1.972 -2.553
H -0.311 -0.710 -2.143
H 2.602 -0.509 -2.259
H 1.344 1.845 -3.027
H 1.432 2.962 -1.730
H 2.919 2.281 -2.344
H 2.402 0.982 -0.326
H -0.149 0.023 -0.222
H 0.391 0.284 1.294
H 1.397 0.492 2.395
O 1.252 -0.045 1.601
H 0.926 -1.935 1.827
H 1.935 -3.013 1.667
O 1.054 -2.796 1.376
H 1.608 3.496 1.024
H 0.728 2.942 2.103
O 1.632 2.903 1.781
H -3.242 -1.792 2.580
H -2.112 -1.166 1.643
O -2.481 -1.975 2.028
H 3.930 -1.261 0.107
H 2.589 -1.878 -0.112
O 3.527 -2.116 -0.040
H -3.570 -2.297 0.025
H -2.399 -2.823 -0.885
O -3.219 -2.282 -0.870
H -0.985 4.774 0.726
H -1.592 3.967 1.927
O -0.806 4.408 1.596
H -3.408 0.770 -1.943
H -3.277 -0.636 -1.312
O -3.184 0.334 -1.111
H -2.232 1.288 2.509
H -1.861 1.057 1.083
O -1.700 0.693 1.965
H -0.215 -3.590 0.192
H -1.423 -3.139 0.878
O -1.172 -3.674 0.095
```

Computed properties:
- LUMO energy: -0.09 eV
- HOMO energy: -9.230 eV
- HOMO-LUMO gap: 9.1 eV
- SMILES string: CN[C@@H](C)C=O.O.O.O.O.O.O.O.O.O.O

=====

ORCA calculation (ωB97M-V/def2-TZVPD) on a structure of composition C28H30NOPbTe in a non-equilibrium geometry.

```
62
Properties=species:S:1:pos:R:3
C 2.905 0.348 1.710
C 2.821 -0.403 0.503
C 2.612 0.504 -0.564
H 2.904 -1.484 0.420
C 2.561 1.817 -0.032
C 2.733 1.736 1.371
H 2.440 2.732 -0.612
C -1.637 -1.694 1.414
C -0.453 -2.289 0.849
C -0.546 -2.199 -0.558
H 0.340 -2.781 1.393
C -1.782 -1.573 -0.887
C -2.408 -1.180 0.318
H 2.505 0.239 -1.619
H 2.790 2.563 2.074
H 3.132 -0.043 2.699
H -3.310 -0.575 0.400
H 0.165 -2.572 -1.293
H -1.950 -1.717 2.448
Pb -0.023 0.406 2.250
C -2.420 -1.526 -2.242
C -3.780 -2.248 -2.193
C -1.571 -2.230 -3.321
H -3.626 -3.298 -1.916
H -4.255 -2.236 -3.191
H -4.476 -1.815 -1.474
H -1.473 -3.299 -3.094
H -0.576 -1.786 -3.374
H -2.060 -2.110 -4.305
C -2.642 -0.034 -2.628
C -1.391 0.629 -3.188
H -2.979 0.559 -1.775
H -3.432 0.064 -3.391
O -0.261 0.388 -2.745
N -1.542 1.502 -4.225
C -0.486 2.471 -4.469
H -2.482 1.737 -4.538
C 0.904 1.868 -4.531
C 1.959 2.570 -3.938
H 1.732 3.493 -3.390
C 3.260 2.081 -4.015
H 4.073 2.616 -3.518
C 3.517 0.890 -4.711
H 4.532 0.500 -4.780
C 2.459 0.192 -5.304
H 2.635 -0.769 -5.802
C 1.163 0.693 -5.246
H 0.334 0.171 -5.737
H -0.479 3.193 -3.651
H -0.751 3.007 -5.384
Te -2.009 2.475 1.889
C -2.038 1.782 3.885
C -3.195 1.077 4.283
C -3.116 0.140 5.313
C -1.884 -0.110 5.928
C -0.722 0.559 5.531
C -0.819 1.614 4.612
H -4.090 1.185 3.682
H -4.010 -0.422 5.631
H -1.844 -0.811 6.762
H 0.251 0.255 5.961
H 0.034 2.262 4.404
```

Computed properties:
- LUMO energy (spin up / spin down): -5.20 / -5.27 eV
- Net charge: +1
- HOMO energy (spin up / spin down): -10.699 / -10.713 eV
- HOMO-LUMO gap (spin up / spin down): 5.5 / 5.4 eV

=====

ORCA calculation (ωB97M-V/def2-TZVPD) on a structure of composition C14H42BaNO10 in a non-equilibrium geometry.

```
68
Properties=species:S:1:pos:R:3
Ba -0.591 -0.263 -0.468
N 2.176 3.680 2.007
O 2.845 3.755 3.007
O 1.838 2.578 1.630
O 1.821 4.701 1.430
C 3.749 3.089 -3.322
C 3.643 1.599 -3.187
O 2.311 1.227 -3.111
H 4.731 3.481 -3.054
H 3.096 3.522 -2.564
H 3.422 3.478 -4.286
H 4.174 1.227 -2.311
H 4.067 1.204 -4.110
H 1.978 1.478 -3.976
C -4.338 -5.434 0.619
C -2.945 -4.978 0.086
O -2.797 -3.708 0.675
H -4.576 -6.407 0.189
H -5.076 -4.720 0.254
H -4.315 -5.467 1.708
H -2.974 -4.888 -1.000
H -2.126 -5.654 0.329
H -3.236 -3.791 1.525
C -0.538 1.421 5.578
C -0.106 0.079 4.987
O -1.017 -0.240 3.905
H -1.529 1.308 6.017
H -0.567 2.234 4.853
H 0.152 1.772 6.346
H -0.117 -0.723 5.725
H 0.937 0.123 4.671
H -1.861 -0.564 4.228
C -0.980 5.169 -3.653
C -1.807 4.725 -2.440
O -1.036 3.803 -1.745
H -1.155 4.351 -4.351
H 0.046 5.242 -3.292
H -1.253 6.103 -4.144
H -2.768 4.292 -2.714
H -2.010 5.538 -1.742
H -0.510 4.372 -1.178
C -3.931 3.386 1.825
C -4.506 1.981 1.870
O -4.095 1.285 0.742
H -4.038 3.939 2.759
H -4.455 3.955 1.058
H -2.852 3.334 1.678
H -5.592 2.000 1.959
H -4.146 1.558 2.808
H -4.793 1.542 0.135
C 2.222 -3.259 -4.657
C 2.205 -3.308 -3.132
O 0.863 -3.334 -2.670
H 1.984 -4.226 -5.099
H 3.197 -2.924 -5.013
H 1.504 -2.559 -5.085
H 2.780 -2.465 -2.749
H 2.691 -4.207 -2.753
H 0.438 -3.997 -3.217
C 3.949 -4.200 1.719
C 2.731 -3.329 1.995
O 2.735 -2.146 1.227
H 3.855 -4.634 0.723
H 3.922 -5.035 2.419
H 4.857 -3.600 1.768
H 2.683 -3.107 3.061
H 1.818 -3.887 1.786
H 3.212 -1.475 1.722
```

Computed properties:
- LUMO energy: -4.83 eV
- Net charge: +1
- HOMO energy: -8.890 eV
- HOMO-LUMO gap: 4.1 eV

=====

ORCA calculation (ωB97M-V/def2-TZVPD) on a cluster of 4 separate species, C2H13NO4 in total in a non-equilibrium geometry.

```
20
Properties=species:S:1:pos:R:3
C 1.161 -1.465 -1.117
O 1.352 -1.085 -2.466
C 1.635 -0.345 -0.198
N 0.809 0.923 -0.345
H 0.063 -1.669 -1.077
H 1.584 -2.408 -0.923
H 0.939 -0.208 -2.596
H 1.628 -0.813 0.838
H 2.605 -0.150 -0.641
H 1.533 1.571 -0.301
H 0.231 0.915 0.405
H -1.395 1.520 1.378
H -2.609 0.654 0.943
O -2.097 0.871 1.759
H 0.108 -0.729 3.346
H -0.864 -0.275 1.907
O -0.069 -0.747 2.386
H -1.864 0.627 -1.546
H -2.835 1.531 -0.883
O -1.914 1.283 -0.869
```

Computed properties:
- LUMO energy: 0.23 eV
- HOMO energy: -9.352 eV
- HOMO-LUMO gap: 9.6 eV
- SMILES string: NCCO.O.O.O

=====

ORCA calculation (ωB97M-V/def2-TZVPD) on the molecule C4H9NO.

```
15
Properties=species:S:1:pos:R:3
C -0.505 -1.332 0.270
C -0.353 0.078 -0.329
C -1.393 1.066 0.202
C 1.047 0.663 -0.117
O 1.230 1.843 0.124
N 2.089 -0.221 -0.202
H -0.163 -1.356 1.313
H 0.058 -2.095 -0.290
H -1.559 -1.630 0.251
H -0.484 -0.005 -1.419
H -1.204 2.073 -0.192
H -2.395 0.731 -0.085
H -1.346 1.129 1.297
H 1.964 -1.130 -0.613
H 3.013 0.186 -0.212
```

Computed properties:
- LUMO energy: 0.87 eV
- HOMO energy: -9.705 eV
- HOMO-LUMO gap: 10.6 eV
- SMILES string: CC(C)C(N)=O

=====

ORCA calculation (ωB97M-V/def2-TZVPD) on the molecule C17H18N2O4S.

```
42
Properties=species:S:1:pos:R:3
C -3.762 -2.344 -2.339
C -3.618 -2.306 -0.830
H -3.908 -3.258 -0.372
H -2.586 -2.085 -0.532
O -4.466 -1.276 -0.325
C -4.500 -1.136 1.003
O -3.959 -1.875 1.781
C -5.457 -0.033 1.418
H -5.226 0.279 2.436
H -6.483 -0.399 1.364
S -5.380 1.400 0.308
C -3.644 1.560 0.213
N -2.946 0.663 0.890
C -1.629 0.691 0.838
C -0.924 1.627 0.090
C -1.671 2.597 -0.593
C -3.045 2.572 -0.540
H -3.655 3.296 -1.055
H -1.142 3.353 -1.154
C 0.565 1.707 0.014
O 1.126 2.757 -0.226
N 1.194 0.516 0.216
C 2.568 0.241 0.233
C 3.542 1.219 0.086
C 4.884 0.883 0.117
C 5.278 -0.438 0.297
C 4.297 -1.420 0.445
C 2.963 -1.085 0.414
H 2.215 -1.857 0.532
H 4.609 -2.442 0.585
O 6.568 -0.875 0.343
C 7.601 0.070 0.203
H 8.528 -0.497 0.270
H 7.575 0.815 1.004
H 7.556 0.576 -0.766
H 5.613 1.669 0.000
H 3.249 2.246 -0.055
H 0.611 -0.296 0.356
H -1.148 -0.060 1.453
H -4.792 -2.556 -2.611
H -3.481 -1.385 -2.766
H -3.119 -3.118 -2.748
```

Computed properties:
- LUMO energy: 0.33 eV
- HOMO energy: -8.023 eV
- HOMO-LUMO gap: 8.3 eV
- SMILES string: CCOC(=O)CSc1ccc(C(=O)Nc2ccc(OC)cc2)cn1

=====

ORCA calculation (ωB97M-V/def2-TZVPD) on a structure of composition BeH18O9 in a non-equilibrium geometry.

```
28
Properties=species:S:1:pos:R:3
Be -0.027 -0.158 0.014
O -0.861 1.995 1.854
H -0.530 2.901 1.864
H -1.227 1.858 2.737
O 1.726 0.244 -1.628
H 2.067 -0.486 -2.158
H 2.459 0.868 -1.569
O 1.507 -1.991 0.022
H 1.330 -2.542 0.796
H 1.763 -2.613 -0.672
O 0.050 2.345 -0.858
H -0.543 2.823 -1.449
H 0.820 2.918 -0.767
O -0.243 -1.080 2.337
H -0.754 -1.758 2.797
H 0.511 -0.901 2.914
O -0.801 -0.449 -2.636
H -0.666 -1.192 -3.237
H -1.248 0.218 -3.170
O -1.075 -2.428 -0.025
H -0.825 -3.099 -0.670
H -1.780 -2.835 0.496
O 1.879 0.851 1.175
H 2.820 0.734 0.993
H 1.809 1.722 1.586
O -2.484 0.463 -0.028
H -2.955 0.202 -0.832
H -2.723 1.389 0.112
```

Computed properties:
- LUMO energy: -7.87 eV
- Net charge: +2
- HOMO energy: -18.378 eV
- HOMO-LUMO gap: 10.5 eV

=====

ORCA calculation (ωB97M-V/def2-TZVPD) on a cluster of 3 separate species, C6H13P in total in a non-equilibrium geometry.

```
20
Properties=species:S:1:pos:R:3
C -1.392 0.375 0.266
C 4.152 1.126 -0.998
C 3.719 0.107 -1.727
C -2.086 0.454 1.514
C -0.799 1.594 -0.500
C -2.143 -2.942 0.899
P -1.128 -1.126 -0.530
H 4.326 1.032 0.112
H 3.984 2.118 -1.501
H 3.440 0.256 -2.701
H 3.712 -0.835 -1.369
H -3.068 0.790 1.434
H -2.150 -0.465 2.136
H -1.609 1.178 2.074
H -0.306 1.185 -1.407
H -0.104 2.130 0.111
H -1.680 2.209 -0.651
H -3.084 -2.435 1.213
H -2.257 -3.477 -0.061
H -1.527 -3.275 1.688
```

Computed properties:
- LUMO energy (spin up / spin down): 0.58 / 0.58 eV
- HOMO energy (spin up / spin down): -8.231 / -8.231 eV
- HOMO-LUMO gap (spin up / spin down): 8.8 / 8.8 eV

=====

ORCA calculation (ωB97M-V/def2-TZVPD) on a cluster of 9 separate species, H18O9 in total in a non-equilibrium geometry.

```
27
Properties=species:S:1:pos:R:3
H 0.390 1.187 0.192
H -0.320 -0.138 0.415
H 2.753 -1.704 -0.602
H 1.715 -1.949 -1.685
H -1.962 -1.322 0.108
H -1.520 -0.921 -1.289
H 0.465 -0.268 2.753
H -0.942 -0.307 2.178
H -0.152 4.657 0.031
H -1.648 4.925 -0.006
H -0.141 1.739 -3.820
H 0.181 2.013 -5.280
H 1.103 -3.020 3.516
H -0.179 -2.769 4.293
H -2.636 0.809 -1.911
H -2.841 2.260 -1.507
H 2.688 -2.389 2.267
H 2.925 -3.187 0.996
O -0.408 0.703 -0.048
O 2.072 -2.330 -0.874
O -1.220 -1.390 -0.503
O -0.404 -0.661 2.896
O -0.920 4.600 -0.548
O 0.166 2.435 -4.413
O 0.459 -2.332 3.718
O -2.739 1.693 -2.280
O 3.115 -2.335 1.405
```

Computed properties:
- LUMO energy: 0.13 eV
- HOMO energy: -10.352 eV
- HOMO-LUMO gap: 10.5 eV
- SMILES string: O.O.O.O.O.O.O.O.O

=====

ORCA calculation (ωB97M-V/def2-TZVPD) on a structure of composition C24H46Cl2N3O5RhSi in a non-equilibrium geometry.

```
82
Properties=species:S:1:pos:R:3
C 2.480 1.378 -4.860
C 1.779 2.070 -3.718
H 1.767 0.874 -5.535
H 3.260 0.650 -4.563
H 2.987 2.136 -5.490
C 0.815 2.989 -3.973
C 0.010 3.086 -5.244
H 0.596 3.854 -3.309
H -0.311 2.078 -5.578
H 0.501 3.656 -6.053
H -0.899 3.672 -5.039
Rh -1.121 -0.951 1.461
Cl 3.508 -1.213 -0.115
C -1.385 1.549 3.131
O -2.069 0.511 2.909
N -1.871 2.488 3.937
C -3.244 2.308 4.362
C -1.113 3.689 4.285
H -0.386 1.778 2.706
H -3.335 1.347 4.892
H -3.912 2.293 3.486
H -3.501 3.143 5.010
H -0.040 3.446 4.352
H -1.472 4.064 5.249
H -1.244 4.461 3.509
H -0.805 -3.785 5.332
H 2.048 -4.408 4.820
C -0.780 -4.418 4.433
C 1.639 -4.772 3.863
N 0.361 -4.118 3.575
H -1.724 -4.304 3.882
C 0.262 -3.074 2.765
O -0.849 -2.448 2.797
H 2.369 -4.600 3.057
H 1.128 -2.836 2.106
H -0.648 -5.444 4.776
H 1.464 -5.847 3.971
H -2.763 -2.228 -2.168
H -3.591 0.485 -2.343
C -3.732 -2.306 -1.640
C -4.467 0.070 -1.794
N -4.107 -1.080 -0.949
H -3.705 -3.114 -0.899
C -3.652 -0.857 0.299
O -3.035 -1.746 0.988
H -4.893 0.851 -1.146
H -3.884 0.155 0.669
H -4.515 -2.490 -2.380
H -5.226 -0.275 -2.516
O 2.257 0.216 -2.150
C 2.189 1.584 -2.295
C 0.044 2.659 -1.270
C 1.426 2.497 -1.237
H -0.564 2.181 -2.059
C -0.622 3.470 -0.327
H 3.283 1.776 -2.171
C 2.136 3.232 -0.286
H -1.701 3.590 -0.395
C 0.083 4.108 0.700
C 1.479 4.006 0.683
H 3.235 3.225 -0.339
H -0.435 4.700 1.467
H 2.086 4.525 1.432
Si 2.521 -1.986 -1.796
Cl -1.506 0.539 -0.018
C 1.610 -3.654 -1.176
C 4.000 -2.862 -2.655
C 1.346 -1.622 -3.236
H 0.606 -3.530 -0.721
H 2.258 -4.245 -0.494
H 1.424 -4.329 -2.044
H 0.358 -1.359 -2.837
H 1.273 -2.505 -3.889
H 1.730 -0.774 -3.819
H 4.644 -2.139 -3.179
H 3.694 -3.608 -3.406
H 4.613 -3.438 -1.933
C 1.608 0.207 2.484
O 0.580 -0.272 1.663
H 2.507 -0.396 2.285
H 1.355 0.192 3.560
H 1.788 1.244 2.147
```

Computed properties:
- LUMO energy (spin up / spin down): 0.12 / -1.79 eV
- HOMO energy (spin up / spin down): -5.935 / -5.934 eV
- Multiplicity: 5
- HOMO-LUMO gap (spin up / spin down): 6.1 / 4.1 eV

=====

ORCA calculation (ωB97M-V/def2-TZVPD) on a cluster of 3 separate species, C19H37BFINO4 in total.

```
64
Properties=species:S:1:pos:R:3
C -1.521 -0.447 6.195
C -1.744 0.750 5.263
C -0.752 0.852 4.108
C -0.586 2.285 3.605
C 0.196 2.466 2.299
C -0.488 1.883 1.018
C 0.105 0.485 0.703
C 1.590 0.254 0.368
C 1.866 -0.458 -0.953
F 2.317 1.467 0.347
O -1.852 1.643 1.256
B -2.588 2.911 0.990
O -1.754 3.510 -0.136
C -0.588 2.876 -0.238
I 1.059 4.474 -0.304
C -0.411 2.239 -1.636
C -1.561 1.349 -2.081
C -2.876 2.022 -2.370
N -1.352 0.110 -2.249
H -1.807 -0.225 7.226
H -0.467 -0.742 6.210
H -2.096 -1.321 5.878
H -1.707 1.682 5.839
H -2.755 0.701 4.846
H -1.094 0.236 3.273
H 0.226 0.455 4.417
H -0.059 2.859 4.380
H -1.572 2.738 3.490
H 0.392 3.529 2.174
H 1.181 2.003 2.411
H -0.513 0.027 -0.065
H -0.090 -0.058 1.629
H 2.045 -0.318 1.184
H 0.966 -0.936 -1.344
H 2.191 0.269 -1.701
H 2.659 -1.200 -0.850
H -2.623 3.685 1.948
H -3.727 2.670 0.594
H -0.386 3.080 -2.334
H 0.529 1.702 -1.717
H -3.550 1.879 -1.524
H -2.767 3.096 -2.497
H -3.318 1.580 -3.269
H -2.201 -0.343 -2.598
C 6.199 -2.626 -1.875
C 5.029 -2.179 -2.721
O 3.947 -2.708 -2.644
C 5.278 -1.014 -3.650
H 5.902 -3.460 -1.244
H 7.034 -2.919 -2.514
H 6.546 -1.797 -1.255
H 6.085 -1.253 -4.346
H 5.598 -0.143 -3.074
H 4.369 -0.778 -4.196
C -3.513 -3.834 -1.892
C -2.669 -3.519 -3.104
O -3.075 -2.812 -3.995
C -1.284 -4.119 -3.131
H -4.474 -3.332 -1.970
H -3.659 -4.913 -1.807
H -2.998 -3.505 -0.987
H -1.346 -5.209 -3.089
H -0.723 -3.792 -2.254
H -0.764 -3.807 -4.033
```

Computed properties:
- LUMO energy: 2.34 eV
- Net charge: -1
- HOMO energy: -4.732 eV
- HOMO-LUMO gap: 7.1 eV

=====

One value per record, in order, for DFT total energy: -28630.8804; -45591.4746; -37844.3380; -11963.3985; -7832.2536; -39927.0031; -19105.4949; -15716.9897; -18717.4965; -76266.3359; -41480.5035 eV.